(1)
Density functional theory data (wB97M-V/def2-TZVPD) for a cluster of 2 separate species, C31H33N3O2 in total in a non-equilibrium geometry.

Summary:
- ΔE to the lowest compared entry with this formula, charge and spin: 76.8 kcal/mol
- Charge: 0
- Orbital gap: 3.0852 eV

Last column: Mulliken charge in e.
Positions of all 69 atoms, in Å:
1 C -8.4529 2.1483 1.3426  -1.3906
2 C -6.9621 2.1373 1.3407  0.9450
3 C -6.2758 0.9200 1.3496  -0.4507
4 C -4.9100 0.8777 1.3695  -0.3381
5 C -4.1416 2.0828 1.3815  -0.1012
6 O -2.9044 2.0569 1.4045  -0.7960
7 C -4.8621 3.3170 1.3632  -0.5091
8 C -6.2289 3.3289 1.3440  -0.5015
9 H -8.8467 3.1658 1.3430  0.3302
10 H -8.8487 1.6368 0.4640  0.2928
11 H -8.8428 1.6402 2.2260  0.3069
12 H -6.8438 0.0040 1.3461  0.3450
13 H -4.3777 -0.0580 1.3855  0.4079
14 H -4.2908 4.2294 1.3697  0.4461
15 H -6.7562 4.2685 1.3359  0.2616
16 C 4.9864 -0.9980 -2.1628  -1.0078
17 N 3.6868 -1.1749 -1.5403  0.2796
18 C 3.4150 -2.2327 -0.6994  0.4164
19 O 4.1713 -3.1323 -0.4008  -0.6869
20 C 1.9823 -2.0554 -0.2200  -0.1227
21 C 1.9055 -1.8971 1.2998  -0.5366
22 C 2.4129 -3.0842 2.0570  0.7187
23 C 1.9115 -4.3612 1.9907  -0.7146
24 N 2.6465 -5.2020 2.7904  -0.0228
25 C 3.6548 -4.4635 3.3833  -0.6358
26 C 4.6739 -4.8413 4.2659  -0.7785
27 C 5.5402 -3.8827 4.7132  -0.5378
28 C 5.4193 -2.5468 4.2965  -0.7776
29 C 4.4341 -2.1575 3.4282  -0.4973
30 C 3.5271 -3.1261 2.9532  0.9821
31 N 1.4369 -0.8632 -0.9411  0.5192
32 C 0.1491 -0.4171 -0.8659  0.1273
33 C -0.2945 0.6789 -1.5745  0.6754
34 C -1.5696 1.2088 -1.5741  -0.6776
35 C -1.9517 2.3551 -2.3334  1.0135
36 C -3.2724 2.8352 -2.2463  -0.3373
37 C -3.6748 3.9441 -2.9518  -0.8240
38 C -2.7787 4.6141 -3.7663  -0.3100
39 C -1.4721 4.1687 -3.8704  -0.8356
40 C -1.0569 3.0580 -3.1711  -0.2894
41 C 2.5271 -0.2766 -1.8019  0.1573
42 C 2.8821 1.1341 -1.3378  -1.5399
43 C 2.1694 -0.3883 -3.2840  -1.5506
44 H 5.6684 -1.7671 -1.8089  0.3887
45 H 4.8937 -1.0701 -3.2445  0.3101
46 H 5.3907 -0.0190 -1.9110  0.3154
47 H 1.3983 -2.9291 -0.5322  0.3100
48 H 2.4827 -1.0125 1.5808  0.2171
49 H 0.8727 -1.6870 1.5970  0.4411
50 H 1.0718 -4.6649 1.3911  0.4345
51 H 2.5345 -6.2152 2.8887  0.2172
52 H 4.7545 -5.8696 4.5713  0.3865
53 H 6.3263 -4.1597 5.3959  0.3867
54 H 6.1228 -1.8201 4.6676  0.3957
55 H 4.3504 -1.1336 3.1089  0.4055
56 H -0.5307 -0.9441 -0.2231  0.5454
57 H 0.4271 1.1769 -2.1871  -0.7243
58 H -2.3231 0.7500 -0.9587  0.2056
59 H -3.9627 2.3260 -1.5967  0.3550
60 H -4.6878 4.2998 -2.8645  0.4110
61 H -3.0954 5.4867 -4.3140  0.3926
62 H -0.7768 4.7058 -4.4963  0.3886
63 H -0.0333 2.7363 -3.2594  0.3314
64 H 3.2158 1.0948 -0.3028  0.3555
65 H 3.6917 1.5515 -1.9329  0.4649
66 H 2.0406 1.8206 -1.3803  0.3868
67 H 2.0274 -1.4379 -3.5345  0.3935
68 H 1.2529 0.1336 -3.5451  0.3877
69 H 2.9708 -0.0035 -3.9116  0.4425



(2)
Density functional theory data (wB97M-V/def2-TZVPD) for a structure of composition C31H34As2FN3OPb.

Summary:
- ΔE to the lowest compared entry with this formula, charge and spin: 0.0 kcal/mol
- Charge: +2
- Orbital gap: 5.7866 eV

Last column: Mulliken charge in e.
Positions of all 73 atoms, in Å:
1 Pb -0.1401 -0.4230 0.3351  0.8541
2 C 4.4367 -0.8843 1.0346  -1.7468
3 C 2.9613 -0.6597 1.1393  0.6090
4 N 2.1913 -0.5230 0.1200  1.0833
5 N 2.7093 -0.5749 -1.1397  -1.1079
6 C 1.7601 -0.4330 -2.0545  -0.0942
7 O 0.4943 -0.2932 -1.8205  -0.2701
8 C 2.1806 -0.4402 -3.4752  0.6939
9 C 1.2006 -0.5042 -4.4665  -0.2722
10 C 1.5653 -0.5171 -5.8038  -0.9272
11 C 2.9084 -0.4578 -6.1539  -0.4030
12 C 3.8866 -0.3854 -5.1691  -0.8043
13 C 3.5275 -0.3799 -3.8318  -0.3029
14 C 2.3132 -0.5741 2.4777  0.7247
15 C 3.0418 -0.7618 3.6413  -0.9571
16 C 2.4022 -0.6680 4.8675  -0.4886
17 C 1.0463 -0.3879 4.9108  -0.8225
18 C 0.3801 -0.2165 3.7118  -0.2454
19 N 0.9971 -0.3059 2.5292  0.0857
20 H 4.7346 -0.8879 -0.0071  0.3221
21 H 4.7123 -1.8413 1.4842  0.3920
22 H 4.9840 -0.1009 1.5636  0.4066
23 H 0.1586 -0.5399 -4.1759  0.4210
24 H 0.8065 -0.5748 -6.5742  0.4287
25 H 3.1935 -0.4678 -7.1985  0.4142
26 H 4.9312 -0.3357 -5.4484  0.4243
27 H 4.2803 -0.3278 -3.0576  0.4571
28 H 4.0991 -0.9782 3.5906  0.5028
29 H 2.9613 -0.8138 5.7834  0.4469
30 H 0.5144 -0.3029 5.8481  0.4498
31 H -0.6823 0.0048 3.6914  0.5201
32 C -4.9070 -0.1057 -0.4893  -1.6208
33 As -3.0761 0.4374 -0.1956  0.9241
34 C -3.3740 1.7085 1.2586  -1.0860
35 C -2.7049 1.6134 -1.6943  0.3391
36 C -3.6279 1.7032 -2.7312  -0.3640
37 C -3.3773 2.5002 -3.8405  -0.8650
38 C -2.1883 3.2055 -3.9345  -0.9029
39 C -1.2499 3.1124 -2.9164  -0.7518
40 C -1.5007 2.3280 -1.7947  0.1134
41 As -0.1365 2.2731 -0.4285  0.9489
42 C -0.4514 3.8285 0.6761  -1.1486
43 C 1.5123 2.7447 -1.3068  -1.5074
44 H -4.9842 -0.7570 -1.3549  0.4395
45 H -5.5320 0.7750 -0.6208  0.5590
46 H -5.2247 -0.6485 0.3974  0.4420
47 H -3.8202 2.6175 0.8617  0.3725
48 H -2.4434 1.9490 1.7699  0.1770
49 H -4.0544 1.2550 1.9777  0.5292
50 H -4.5571 1.1516 -2.6853  0.4079
51 H -4.1144 2.5681 -4.6308  0.4369
52 H -1.9865 3.8270 -4.7972  0.4415
53 H -0.3195 3.6574 -3.0098  0.4158
54 H -0.4277 4.6906 0.0115  0.4229
55 H 0.3467 3.9069 1.4118  0.4362
56 H -1.4140 3.7820 1.1768  0.3698
57 H 1.4771 3.8048 -1.5462  0.5449
58 H 1.6453 2.1526 -2.2084  0.4253
59 H 2.3366 2.5582 -0.6215  0.4324
60 F -4.9557 -3.9527 -2.7598  -0.3102
61 C -3.8926 -3.6558 -2.0259  0.4055
62 C -4.0571 -3.5010 -0.6563  -0.7064
63 C -2.9520 -3.1779 0.0977  -0.1686
64 C -1.6822 -3.0535 -0.5039  0.6858
65 C -0.5228 -2.8246 0.2852  -1.8471
66 C -1.5679 -3.1993 -1.9033  -0.1400
67 C -2.6684 -3.4998 -2.6680  -0.7743
68 H -5.0349 -3.6485 -0.2170  0.5372
69 H -3.0425 -3.0795 1.1742  0.3861
70 H 0.4533 -2.9977 -0.1636  0.6264
71 H -0.5751 -2.9614 1.3612  0.6812
72 H -0.5961 -3.0893 -2.3734  0.3778
73 H -2.6065 -3.6380 -3.7391  0.5204



no.,energy (eV)
1,-41245.6701
2,-168843.8870